[1]
{"formula": "C2H9N2S", "method": "the ωB97M-V functional and the def2-TZVPD basis", "e_above_lowest_kj_mol": 62.7, "e_lumo_ev": [0.7, -2.9], "homo_lumo_gap_ev": [10.028, 6.458], "e_tot_ha": -589.20744, "multiplicity": 2, "s_squared": 0.7531, "elements": ["N", "C", "C", "N", "H", "H", "H", "H", "H", "H", "H", "H", "S", "H"], "xyz": [[1.480018, 0.206483, -1.539085], [-0.020661, 0.320519, -1.356797], [-0.636295, -0.964986, -0.752374], [-1.885369, -0.642245, -0.000553], [1.850811, 0.174439, -0.580929], [1.864336, 1.052024, -1.971399], [-0.411200, 0.499685, -2.414537], [-0.197605, 1.141227, -0.606973], [-0.867960, -1.611539, -1.632153], [0.128365, -1.470497, -0.134243], [-2.194686, -1.547544, 0.308792], [-1.525942, -0.171391, 0.877656], [0.481558, 0.472983, 1.677842], [0.428143, 1.282987, 2.740814]], "forces_ev_per_a": [[-1.0, -0.2, 0.8], [1.1, 0.3, -0.7], [0.0, 0.4, -1.2], [1.8, 0.4, 0.3], [0.2, 0.0, -0.6], [-0.4, -0.3, 0.2], [0.0, 0.2, 1.7], [-0.5, -0.2, -1.1], [0.0, 0.1, 0.9], [-0.2, 0.0, -0.2], [-0.6, -0.3, 0.3], [-1.0, -0.6, -1.1], [0.5, 0.1, 0.5], [0.0, 0.1, 0.1]], "mulliken_spin": [0.01, 0.02, 0.00, 0.03, 0.00, 0.00, 0.00, -0.01, 0.01, 0.00, 0.00, -0.01, 0.99, -0.02]}

***

[2]
{"formula": "CH2N3O3", "method": "the ωB97M-V functional and the def2-TZVPD basis", "e_above_lowest_kj_mol": 315.4, "e_lumo_ev": [4.2, 4.2], "homo_lumo_gap_ev": [7.775, 7.867], "total_charge": -1, "smiles": "N/N=[N+](\\[O-])C(=O)[O-]", "e_tot_ha": -429.21298, "elements": ["N", "N", "N", "O", "C", "O", "O", "H", "H"], "xyz": [[1.835546, -0.145866, 0.262603], [0.719022, -0.099477, 0.904145], [-0.438709, 0.110123, -0.244536], [0.030151, 0.093047, -1.372219], [-1.994753, -0.103651, 0.126775], [-2.173144, -0.215643, 1.311146], [-2.664787, -0.018488, -0.873609], [1.978015, 0.119343, -0.741006], [2.708657, 0.260614, 0.626701]], "forces_ev_per_a": [[3.9, 0.3, -2.4], [-4.4, 0.9, -1.2], [3.8, -0.6, 2.9], [-0.3, 0.2, -1.1], [-0.1, 0.4, 0.0], [0.1, -0.3, 1.1], [-0.3, -0.1, -0.9], [-1.9, -0.6, 0.4], [-1.0, -0.3, 1.3]], "lowdin_charge": [-0.13, -0.01, -0.15, -0.12, -0.75, 0.00, 0.00, 0.08, 0.07]}

***

[3]
{"formula": "C22H18LiN4OP", "method": "the ωB97M-V functional and the def2-TZVPD basis", "e_above_lowest_kj_mol": 0.0, "e_lumo_ev": -0.2, "homo_lumo_gap_ev": 7.457, "e_tot_ha": -1492.35576, "elements": ["Li", "N", "C", "C", "C", "C", "C", "C", "P", "C", "C", "C", "C", "C", "C", "C", "C", "C", "C", "C", "C", "H", "H", "H", "H", "H", "H", "H", "H", "H", "H", "H", "H", "H", "H", "H", "H", "N", "C", "O", "C", "C", "N", "C", "N", "H", "H"], "xyz": [[1.551755, -3.016934, 1.127788], [-0.487714, -2.582220, 1.501482], [-1.382171, -2.256268, 0.408191], [-1.941285, -3.264653, -0.442393], [-2.433726, -2.888539, -1.699334], [-2.422356, -1.556266, -2.102696], [-1.947667, -0.595524, -1.255935], [-1.585368, -0.914351, 0.082692], [-1.423508, 0.384360, 1.327976], [0.266217, 0.974634, 1.212702], [0.968038, 1.261840, 2.392804], [2.204050, 1.930244, 2.289939], [2.718626, 2.308360, 1.064128], [2.024335, 1.985043, -0.081079], [0.788028, 1.333171, -0.014503], [-2.409100, 1.744207, 0.674173], [-3.688067, 1.447059, 0.224221], [-4.488628, 2.436597, -0.341291], [-3.991825, 3.765921, -0.456700], [-2.680411, 4.064059, -0.053801], [-1.911680, 3.056570, 0.520061], [-0.827468, -3.328962, 2.125077], [-0.344716, -1.740209, 2.099082], [-1.980348, -4.293825, -0.099926], [-2.772706, -3.659853, -2.393507], [-2.751717, -1.266698, -3.110074], [-1.934666, 0.472046, -1.539455], [0.545242, 0.969444, 3.351355], [2.740143, 2.153463, 3.238900], [3.725946, 2.796628, 1.057642], [2.446875, 2.231353, -1.045005], [0.247384, 1.088952, -0.940601], [-4.005367, 0.404131, 0.283205], [-5.514899, 2.197384, -0.689559], [-4.588101, 4.586668, -0.929101], [-2.273862, 5.057503, -0.147713], [-0.925746, 3.296410, 0.880972], [3.440494, -2.103637, -2.396150], [3.269795, -2.215254, -1.034341], [2.184592, -2.597011, -0.558258], [4.415452, -1.886565, -0.160965], [5.656983, -1.772714, -0.721288], [6.644099, -1.705599, -1.364673], [4.144405, -2.009447, 1.185611], [3.783418, -2.141320, 2.296704], [4.309796, -1.840325, -2.799876], [2.637410, -2.309881, -2.966467]], "forces_ev_per_a": [[0.4, 0.5, -0.4], [-0.6, 0.2, 0.8], [-0.2, -0.8, -0.5], [0.5, 1.2, 0.2], [0.0, -0.6, 0.6], [0.2, -0.1, -1.1], [-0.4, 0.7, 1.3], [0.5, 0.2, -1.5], [-0.1, -0.6, 1.5], [0.1, 0.4, 0.4], [0.6, 0.3, -0.8], [-0.5, -0.3, 1.7], [1.2, 0.2, 0.7], [-0.4, -0.2, -0.7], [0.9, 0.2, -0.7], [0.5, 1.0, -0.9], [-0.4, 0.1, -0.1], [-0.2, 1.0, -0.1], [-0.2, -0.1, -0.5], [-0.9, -0.9, 0.3], [-0.3, -0.5, 0.2], [-0.1, 0.4, -0.5], [-0.3, -0.7, -0.4], [0.3, 0.0, -0.2], [-0.1, 0.2, 0.3], [0.2, -0.3, 0.5], [-0.2, -0.8, 0.1], [0.1, 0.1, -0.1], [-0.3, -0.2, -0.9], [-1.1, -0.4, -0.3], [0.0, 0.0, -0.1], [0.3, 0.2, 0.5], [-0.3, 0.4, 0.0], [0.9, 0.2, 0.3], [0.4, -1.0, 0.5], [0.0, 0.1, -0.1], [0.3, 0.0, 0.0], [-1.0, -0.3, 1.4], [1.6, 0.5, -0.2], [-0.6, -0.1, 0.0], [-2.3, -0.6, -1.1], [3.7, 0.4, -2.2], [-2.1, -0.1, 1.5], [-0.7, -0.3, 2.5], [0.2, 0.1, -1.6], [0.5, 0.2, -0.1], [0.2, 0.0, 0.0]], "lowdin_charge": [0.69, 0.01, -0.31, -0.02, -0.08, -0.10, -0.10, -0.34, 1.07, -0.43, -0.09, -0.08, -0.09, -0.07, -0.09, -0.39, -0.13, -0.07, -0.08, -0.08, -0.08, 0.10, 0.06, 0.11, 0.11, 0.11, 0.11, 0.10, 0.12, 0.13, 0.10, 0.11, 0.11, 0.11, 0.11, 0.10, 0.10, 0.18, -0.49, -0.12, -0.24, -0.27, 0.11, -0.27, 0.10, 0.08, 0.11]}